{
  "formula": "C15H31NO5S",
  "method": "ωB97M-V/def2-TZVPD",
  "lumo_ev": 0.6354,
  "homo_ev": -9.53,
  "homo_lumo_gap_ev": 10.166,
  "charge": 0,
  "e_above_lowest_kcal_mol": 0.00,
  "elements": ["C", "C", "C", "C", "C", "C", "C", "O", "S", "O", "O", "O", "C", "C", "N", "C", "C", "C", "C", "C", "O", "C", "H", "H", "H", "H", "H", "H", "H", "H", "H", "H", "H", "H", "H", "H", "H", "H", "H", "H", "H", "H", "H", "H", "H", "H", "H", "H", "H", "H", "H", "H", "H"],
  "coordinates": [[3.498, -0.253, 1.387], [3.957, -1.132, 0.217], [4.071, -0.374, -1.101], [2.734, 0.099, -1.673], [1.782, -1.057, -2.025], [0.312, -0.700, -1.721], [-0.411, -1.741, -0.896], [0.420, -2.608, -0.096], [-0.617, -3.666, 0.540], [-0.318, -3.978, 1.884], [-0.715, -4.753, -0.351], [-1.903, -2.728, 0.522], [-1.512, -1.357, 0.065], [-1.035, -0.674, 1.390], [-1.772, -1.042, 2.584], [-2.811, -0.776, -0.460], [-2.736, 0.447, -1.379], [-2.117, 1.712, -0.799], [-2.972, 2.386, 0.292], [-2.090, 3.089, 1.322], [-1.076, 3.845, 0.690], [0.255, 3.481, 1.005], [2.913, -0.863, 2.068], [4.333, 0.156, 1.941], [2.842, 0.550, 1.069], [3.290, -1.983, 0.127], [4.948, -1.496, 0.462], [4.652, 0.525, -0.889], [4.647, -0.928, -1.836], [2.290, 0.750, -0.930], [2.958, 0.676, -2.562], [2.102, -1.954, -1.516], [1.888, -1.208, -3.091], [0.279, 0.292, -1.292], [-0.216, -0.640, -2.660], [-0.909, -2.396, -1.616], [-1.105, 0.400, 1.304], [-0.001, -0.934, 1.584], [-2.770, -1.063, 2.431], [-1.442, -1.916, 2.966], [-3.488, -0.593, 0.366], [-3.276, -1.570, -1.038], [-3.755, 0.701, -1.660], [-2.259, 0.147, -2.303], [-1.973, 2.419, -1.606], [-1.128, 1.521, -0.401], [-3.648, 1.693, 0.781], [-3.542, 3.167, -0.196], [-2.728, 3.790, 1.861], [-1.714, 2.393, 2.067], [0.837, 3.539, 0.088], [0.332, 2.455, 1.348], [0.700, 4.151, 1.737]],
  "atomic_forces_ev_per_a": [[-0.4, -0.5, -0.1], [0.2, 0.4, 0.0], [-0.1, 0.5, 0.3], [0.6, -0.7, 0.2], [0.0, 0.9, -0.1], [0.9, -0.2, 0.2], [-0.8, 0.0, -1.0], [-0.3, -0.1, 0.6], [-0.1, 0.0, 0.2], [0.6, 0.5, 0.8], [-0.5, -0.4, -1.0], [0.6, -0.4, -0.6], [-0.5, 0.0, 1.7], [-0.2, 0.0, 0.1], [0.2, 0.4, 0.0], [0.1, -0.1, -0.8], [-0.1, 0.0, 0.4], [-0.3, -0.2, 0.2], [1.0, 0.3, -0.5], [-0.8, 0.4, 0.2], [0.2, -0.3, 0.1], [-0.1, 0.1, -0.5], [0.0, 0.0, 0.3], [0.2, 0.2, 0.0], [0.0, 0.3, -0.1], [0.0, -0.2, -0.1], [0.1, -0.4, 0.0], [0.2, 0.1, -0.1], [0.0, -0.3, -0.2], [-0.3, 0.3, 0.0], [-0.2, 0.4, -0.1], [-0.1, -0.2, 0.0], [0.0, -0.4, -0.2], [-0.1, 0.1, 0.4], [-0.3, 0.1, -0.2], [0.0, -0.2, -0.1], [0.1, 0.3, -0.4], [0.3, 0.1, -0.1], [0.0, -0.2, 0.1], [-0.3, -0.2, -0.1], [0.0, 0.1, 0.4], [-0.2, -0.2, -0.1], [-0.3, -0.1, -0.1], [0.3, 0.1, -0.3], [0.1, 0.2, -0.2], [0.3, -0.1, 0.0], [-0.2, -0.1, 0.2], [-0.5, 0.0, 0.0], [0.0, 0.1, 0.2], [0.4, -0.2, 0.0], [0.1, 0.1, -0.1], [-0.1, -0.2, 0.3], [0.0, 0.1, 0.2]],
  "mulliken_charge": [-0.913, -0.188, -1.157, -0.176, -0.821, -0.797, 0.082, -0.366, 1.118, -0.619, -0.653, -0.444, 1.795, 0.000, -0.648, -1.708, -1.107, 0.607, -0.745, -0.792, -0.418, -0.595, 0.281, 0.391, 0.043, 0.167, 0.408, 0.418, 0.333, -0.065, 0.417, 0.507, 0.366, 0.021, 0.486, 0.668, -0.929, 0.458, 0.298, 0.344, 0.453, 0.409, 0.490, 0.460, 0.611, -0.851, 0.279, 0.467, 0.485, 0.362, 0.230, 0.181, 0.357]
}